(1)
Here is 8 unconnected molecules or ions with the total composition C45H101N5O8 at a distorted geometry from the OMol25 dataset. Energies are from wB97M-V/def2-TZVPD.

```
! wB97M-V def2-TZVPD RIJCOSX def2/J DEFGRID3
* xyz 0 1
C -4.98 -1.27 -3.48
C -5.26 -1.92 -2.11
C -6.79 -1.82 -1.84
C -5.00 -3.48 -2.29
C -5.15 -4.21 -0.95
C -4.11 -3.68 0.09
C -4.16 -2.16 0.29
C -5.27 -1.84 1.34
C -2.83 -1.71 0.98
N -4.37 -1.42 -1.00
O -4.33 0.01 -0.84
H -3.94 -1.41 -3.76
H -5.63 -1.58 -4.30
H -5.06 -0.19 -3.38
H -7.38 -2.56 -2.36
H -7.08 -1.92 -0.79
H -7.25 -0.89 -2.18
H -5.64 -3.93 -3.05
H -3.94 -3.46 -2.56
H -6.16 -4.08 -0.57
H -4.95 -5.28 -1.08
H -3.10 -3.99 -0.15
H -4.31 -4.20 1.03
H -4.96 -2.01 2.37
H -6.13 -2.45 1.06
H -5.54 -0.79 1.45
H -2.66 -2.39 1.82
H -2.77 -0.67 1.31
H -2.04 -1.62 0.24
H -5.20 0.17 -0.48
C -1.25 -6.25 -1.53
C -0.01 -5.43 -1.17
C 0.02 -5.17 0.37
C 1.22 -6.41 -1.43
C 1.71 -6.35 -2.90
C 1.90 -4.88 -3.32
C 0.64 -4.00 -3.17
C 1.17 -2.55 -3.16
C -0.39 -4.16 -4.30
N 0.01 -4.14 -1.83
O -1.14 -3.34 -1.62
H -1.27 -6.53 -2.59
H -1.36 -7.12 -0.88
H -2.20 -5.72 -1.46
H 0.88 -4.57 0.66
H -0.87 -4.67 0.76
H 0.18 -6.07 0.98
H 2.04 -6.10 -0.78
H 0.92 -7.45 -1.32
H 2.64 -6.92 -2.93
H 1.01 -6.95 -3.48
H 2.27 -5.03 -4.33
H 2.79 -4.48 -2.83
H 1.73 -2.34 -4.07
H 1.86 -2.50 -2.32
H 0.33 -1.87 -3.04
H 0.07 -4.01 -5.27
H -1.25 -3.49 -4.24
H -0.79 -5.18 -4.33
H -0.78 -2.46 -1.47
C 5.87 5.69 1.08
C 5.58 4.67 -0.11
C 6.80 4.58 -0.98
C 5.33 3.28 0.57
C 4.06 2.98 1.26
C 2.94 3.47 0.39
C 3.07 4.93 -0.22
C 1.98 5.18 -1.29
C 2.75 6.02 0.80
N 4.40 5.10 -0.88
O 4.57 6.35 -1.41
H 5.87 6.69 0.67
H 5.28 5.58 1.99
H 6.87 5.64 1.50
H 6.84 3.65 -1.55
H 7.06 5.41 -1.65
H 7.75 4.53 -0.45
H 5.45 2.49 -0.17
H 6.14 3.16 1.29
H 3.98 1.92 1.47
H 3.97 3.54 2.19
H 2.08 3.46 1.06
H 2.68 2.74 -0.38
H 2.21 4.61 -2.19
H 2.12 6.12 -1.82
H 0.98 4.80 -1.05
H 3.28 5.58 1.65
H 1.72 6.24 1.07
H 3.23 6.99 0.69
H 4.73 6.94 -0.67
C -5.49 2.84 1.51
C -4.22 3.16 2.33
C -4.58 3.57 3.76
C -3.34 1.86 2.22
C -1.82 2.13 2.53
C -1.24 3.22 1.56
C -2.12 4.51 1.55
C -1.55 5.42 2.74
C -1.79 5.22 0.18
N -3.57 4.28 1.62
O -4.37 5.45 1.51
H -6.17 3.68 1.41
H -5.27 2.50 0.49
H -5.98 2.04 2.07
H -4.83 2.84 4.53
H -3.93 4.32 4.21
H -5.46 4.22 3.79
H -3.88 1.21 2.91
H -3.30 1.38 1.24
H -1.77 2.45 3.57
H -1.31 1.17 2.55
H -1.03 2.78 0.59
H -0.25 3.48 1.93
H -1.56 5.02 3.75
H -2.09 6.37 2.71
H -0.64 5.97 2.52
H -0.80 5.68 0.25
H -2.52 5.99 -0.05
H -1.77 4.56 -0.68
H -4.12 5.86 2.34
C 3.88 -0.60 -0.93
C 3.83 -1.56 0.22
C 3.98 -3.00 -0.24
C 5.02 -1.20 1.16
C 5.10 -1.54 2.63
C 3.79 -0.93 3.20
C 2.50 -1.47 2.55
C 2.22 -2.93 2.92
C 1.34 -0.58 2.97
N 2.60 -1.40 1.02
O 1.40 -1.80 0.41
H 3.05 -0.72 -1.61
H 4.06 0.42 -0.59
H 4.86 -0.74 -1.40
H 3.87 -3.74 0.55
H 3.19 -3.23 -0.97
H 4.94 -3.23 -0.70
H 5.85 -1.72 0.67
H 5.45 -0.21 0.99
H 5.01 -2.62 2.81
H 6.03 -1.28 3.15
H 3.80 0.16 3.09
H 3.84 -1.21 4.25
H 2.14 -2.92 4.01
H 2.93 -3.69 2.59
H 1.20 -3.03 2.54
H 1.24 -0.77 4.04
H 0.39 -0.90 2.54
H 1.41 0.48 2.75
H 1.39 -2.75 0.52
O -1.67 -0.47 -2.23
H -1.67 -0.55 -3.19
H -2.59 -0.58 -1.98
O 0.70 0.69 -0.66
H -0.11 0.19 -0.53
H 1.39 0.11 -0.34
O -0.77 2.41 -2.96
H 0.12 2.52 -3.31
H -0.66 1.79 -2.24
*
```

## Properties
HOMO   -0.289 Eh
Molecular weight   840.33 g/mol
F_max   0.0566 Eh/bohr
HOMO-LUMO gap   8.442 eV
ΔE to the lowest compared entry with this formula, charge and spin   4.796 eV
Electronic energy   -72124.44178 eV
SMILES   CC1(C)CCCC(C)(C)N1O.CC1(C)CCCC(C)(C)N1O.CC1(C)CCCC(C)(C)N1O.CC1(C)CCCC(C)(C)N1O.CC1(C)CCCC(C)(C)N1O.O.O.O

Here are the Mulliken charges for atoms 1 to 6, given in e: atom 1 (C): -1.898, atom 2 (C): 1.277, atom 3 (C): -1.871, atom 4 (C): -0.602, atom 5 (C): -0.897, atom 6 (C): -0.793

---

(2)
Here is 6 unconnected molecules or ions with the total composition C45H102N6O9 at a distorted geometry from the OMol25 dataset. Energies are from wB97M-V/def2-TZVPD.

```
! wB97M-V def2-TZVPD RIJCOSX def2/J DEFGRID3
* xyz 0 1
C -27.26 -3.83 -22.50
C -25.87 -3.30 -22.02
C -26.12 -2.68 -20.62
C -24.96 -4.54 -21.95
C -23.50 -4.17 -21.84
C -23.07 -3.21 -22.86
C -23.97 -1.89 -22.89
C -23.41 -0.76 -21.95
C -23.71 -1.37 -24.36
N -25.35 -2.13 -22.75
O -26.31 -1.19 -23.13
H -27.72 -3.17 -23.23
H -27.38 -4.82 -22.94
H -28.02 -3.77 -21.71
H -26.34 -3.31 -19.76
H -25.18 -2.25 -20.26
H -26.76 -1.80 -20.66
H -25.33 -5.18 -21.15
H -25.06 -5.19 -22.82
H -23.59 -3.66 -20.88
H -22.88 -5.06 -21.88
H -22.87 -3.72 -23.81
H -22.07 -2.93 -22.52
H -23.94 0.16 -22.21
H -22.37 -0.57 -22.22
H -23.56 -1.03 -20.90
H -24.31 -2.07 -24.95
H -22.65 -1.33 -24.63
H -24.17 -0.39 -24.46
H -26.79 -1.63 -23.84
C -20.60 -3.51 -28.39
C -21.00 -4.73 -27.48
C -22.44 -4.54 -26.97
C -20.95 -6.08 -28.32
C -19.52 -6.62 -28.51
C -18.61 -6.67 -27.22
C -18.83 -5.50 -26.14
C -18.57 -6.11 -24.80
C -17.77 -4.37 -26.42
N -20.18 -4.87 -26.28
O -20.45 -3.86 -25.32
H -20.63 -2.52 -27.94
H -19.62 -3.66 -28.83
H -21.25 -3.55 -29.27
H -23.14 -4.67 -27.80
H -22.74 -5.15 -26.12
H -22.55 -3.57 -26.48
H -21.57 -6.84 -27.85
H -21.26 -5.90 -29.35
H -19.48 -7.67 -28.82
H -19.12 -5.91 -29.23
H -17.69 -6.35 -27.71
H -18.67 -7.58 -26.62
H -17.63 -6.65 -24.76
H -19.43 -6.71 -24.50
H -18.70 -5.44 -23.95
H -16.73 -4.70 -26.37
H -17.92 -3.60 -25.67
H -17.92 -3.92 -27.40
H -19.90 -3.13 -25.62
C -14.56 -0.68 -21.03
C -14.13 -2.21 -20.91
C -12.53 -2.48 -20.59
C -15.02 -2.64 -19.76
C -15.27 -4.12 -19.50
C -15.68 -4.73 -20.90
C -14.75 -4.33 -22.17
C -13.45 -5.16 -22.17
C -15.73 -4.84 -23.29
N -14.64 -2.89 -22.13
O -14.07 -2.28 -23.28
H -15.58 -0.30 -21.11
H -14.04 0.09 -20.45
H -14.24 -0.41 -22.03
H -12.40 -3.45 -20.11
H -11.79 -2.47 -21.39
H -12.11 -1.83 -19.82
H -14.70 -2.03 -18.92
H -16.00 -2.17 -19.84
H -14.33 -4.61 -19.24
H -16.09 -4.16 -18.79
H -16.69 -4.39 -21.12
H -15.52 -5.80 -20.83
H -13.13 -5.37 -21.15
H -12.60 -4.60 -22.56
H -13.47 -6.15 -22.62
H -15.28 -4.72 -24.28
H -16.65 -4.25 -23.35
H -15.71 -5.93 -23.26
H -14.84 -1.87 -23.67
C -20.47 1.65 -27.94
O -19.99 0.41 -27.44
C -18.85 0.56 -26.62
C -18.38 -0.78 -26.16
N -19.21 -1.37 -25.03
C -18.55 -1.14 -23.69
C -19.23 -1.80 -22.56
O -18.40 -2.27 -21.51
C -19.20 -2.87 -20.45
H -21.46 1.30 -28.24
H -19.86 1.84 -28.82
H -20.45 2.39 -27.14
H -19.20 1.22 -25.83
H -17.99 1.03 -27.08
H -17.31 -0.62 -26.01
H -18.28 -1.45 -27.02
H -20.10 -0.90 -25.00
H -18.20 -0.13 -23.51
H -17.67 -1.76 -23.89
H -19.81 -2.65 -22.91
H -20.03 -1.16 -22.17
H -18.81 -2.90 -19.43
H -19.51 -3.86 -20.77
H -20.18 -2.43 -20.25
C -10.58 -2.58 -24.75
O -10.50 -1.68 -25.84
C -11.73 -1.00 -25.98
C -11.52 0.33 -26.82
N -12.59 1.36 -26.71
C -14.11 1.16 -26.78
C -14.56 0.68 -28.20
O -15.83 0.18 -28.06
C -16.53 0.42 -29.27
H -9.57 -2.98 -24.65
H -11.25 -3.41 -24.97
H -10.87 -2.14 -23.79
H -12.48 -1.64 -26.42
H -12.10 -0.65 -25.02
H -10.59 0.79 -26.48
H -11.45 0.06 -27.87
H -12.44 2.24 -27.19
H -14.61 0.60 -26.00
H -14.43 2.19 -26.59
H -14.29 1.41 -28.97
H -14.08 -0.25 -28.47
H -16.90 1.45 -29.22
H -17.41 -0.22 -29.36
H -15.85 0.36 -30.11
C -9.89 -7.40 -27.96
O -10.59 -6.20 -28.11
C -11.86 -6.35 -27.60
C -12.59 -5.01 -27.65
N -13.35 -4.90 -28.87
C -14.22 -3.69 -28.86
C -14.95 -3.38 -30.26
O -16.27 -4.06 -30.28
C -17.31 -3.07 -30.15
H -10.31 -8.40 -27.91
H -9.25 -7.26 -27.09
H -9.03 -7.37 -28.63
H -11.86 -6.68 -26.56
H -12.38 -7.12 -28.15
H -12.05 -4.06 -27.55
H -13.27 -4.99 -26.80
H -13.82 -5.79 -28.91
H -13.65 -2.76 -28.88
H -14.96 -3.62 -28.06
H -14.23 -3.74 -31.00
H -15.17 -2.31 -30.36
H -18.29 -3.45 -30.41
H -17.14 -2.17 -30.74
H -17.34 -2.67 -29.13
*
```

## Properties
HOMO   -0.278 Eh
Molecular weight   871.34 g/mol
F_max   0.0702 Eh/bohr
HOMO-LUMO gap   8.102 eV
ΔE to the lowest compared entry with this formula, charge and spin   5.782 eV
Electronic energy   -75672.10882 eV
SMILES   CC1(C)CCCC(C)(C)N1O.CC1(C)CCCC(C)(C)N1O.CC1(C)CCCC(C)(C)N1O.COCCNCCOC.COCCNCCOC.COCCNCCOC

Here are the Mulliken charges for atoms 1 to 6, given in e: atom 1 (C): -1.595, atom 2 (C): 1.404, atom 3 (C): -1.876, atom 4 (C): -1.531, atom 5 (C): -1.352, atom 6 (C): 0.773

---

(3)
Here is 8 unconnected molecules or ions with the total composition C45H104BrFN9O13PS3 at a distorted geometry from the OMol25 dataset. Energies are from wB97M-V/def2-TZVPD.

```
! wB97M-V def2-TZVPD RIJCOSX def2/J DEFGRID3
* xyz 0 1
H 0.33 4.95 -0.66
N -0.25 4.60 0.14
C 0.05 3.28 0.37
C 1.35 2.79 -0.58
C -0.58 2.27 1.49
C -1.98 1.51 1.19
P -3.19 3.02 0.85
C -2.87 4.49 2.00
O -2.92 3.60 -0.81
C -2.55 0.50 2.39
C -2.13 1.19 3.84
C -0.80 1.02 4.64
O 0.52 0.90 4.11
C -4.22 0.61 2.57
C -5.29 0.62 1.44
O -6.14 1.70 1.34
F -5.76 -0.37 0.41
C -2.04 -1.09 2.25
Br -3.56 -2.30 1.51
C -1.83 -1.90 3.65
S -0.03 -2.32 4.10
C -0.05 -3.24 5.73
C -0.68 -2.34 6.98
C -1.04 -1.44 1.03
C 0.49 -1.02 1.00
N -1.00 -3.00 0.99
C -0.77 -3.40 -0.33
S -0.62 -3.95 -1.94
O -1.79 -1.14 -0.24
S -2.07 0.53 -0.40
O -3.45 0.64 -1.15
O -1.06 0.98 -1.52
H 2.12 3.70 -0.53
H 1.90 1.87 -0.09
H 1.03 2.62 -1.69
H 0.36 1.56 1.68
H -0.57 2.95 2.48
H -3.46 4.28 3.02
H -3.35 5.50 1.58
H -1.77 4.74 2.27
H -3.59 4.31 -1.03
H -2.32 2.36 3.66
H -2.97 0.92 4.65
H -0.93 0.10 5.39
H -0.74 1.94 5.41
H 1.21 0.71 4.81
H -4.46 -0.26 3.36
H -4.44 1.59 3.22
H -2.36 -1.41 4.60
H -2.29 -3.00 3.66
H 1.09 -3.44 6.03
H -0.62 -4.27 5.70
H -1.62 -1.72 6.66
H -1.02 -3.10 7.81
H 0.12 -1.62 7.45
H 0.66 -0.19 0.16
H 1.29 -1.87 0.73
H 0.94 -0.53 1.99
C 2.29 8.94 3.29
O 1.81 7.73 2.75
C 0.38 7.57 2.82
C -0.39 8.30 1.69
C -0.49 9.81 1.90
N 0.21 8.04 0.37
H 1.70 9.28 4.16
H 2.31 9.72 2.52
H 3.32 8.78 3.62
H 0.20 6.50 2.71
H 0.01 7.85 3.81
H -1.41 7.90 1.69
H 0.44 10.33 1.67
H -1.27 10.23 1.24
H -0.77 10.04 2.93
H 0.19 7.03 0.20
H 1.21 8.25 0.45
C -3.35 -9.71 -3.45
O -2.36 -8.70 -3.33
C -2.80 -7.40 -3.74
C -3.61 -6.64 -2.67
C -5.05 -7.13 -2.53
N -2.96 -6.69 -1.36
H -4.00 -9.56 -4.32
H -3.94 -9.78 -2.54
H -2.83 -10.67 -3.58
H -1.88 -6.83 -3.93
H -3.33 -7.46 -4.70
H -3.66 -5.59 -2.99
H -5.12 -8.07 -1.99
H -5.65 -6.39 -1.98
H -5.51 -7.26 -3.52
H -2.03 -6.27 -1.43
H -2.76 -7.68 -1.16
C 2.17 -9.76 -1.13
O 1.09 -10.60 -0.73
C 0.81 -10.58 0.67
C -0.04 -9.38 1.13
C 0.73 -8.07 1.22
N -1.21 -9.19 0.26
H 2.96 -9.72 -0.38
H 1.80 -8.76 -1.36
H 2.59 -10.17 -2.05
H 0.25 -11.50 0.87
H 1.74 -10.66 1.25
H -0.41 -9.61 2.14
H 0.92 -7.62 0.24
H 0.17 -7.33 1.80
H 1.70 -8.22 1.72
H -1.78 -10.03 0.29
H -0.87 -9.15 -0.70
C 3.75 8.22 -4.74
O 3.12 8.75 -3.58
C 1.69 8.83 -3.68
C 0.96 7.51 -3.38
C 1.02 6.50 -4.52
N 1.47 6.87 -2.16
H 3.23 8.50 -5.66
H 3.82 7.14 -4.66
H 4.77 8.62 -4.78
H 1.39 9.56 -2.92
H 1.39 9.25 -4.65
H -0.10 7.75 -3.22
H 2.00 6.01 -4.60
H 0.28 5.71 -4.38
H 0.81 6.98 -5.48
H 1.33 7.51 -1.37
H 2.49 6.82 -2.25
C 7.84 3.49 0.85
O 6.84 2.59 0.38
C 5.65 2.56 1.17
C 4.65 3.70 0.86
C 5.07 5.05 1.46
N 4.45 3.87 -0.58
H 7.85 3.55 1.94
H 7.69 4.47 0.41
H 8.81 3.12 0.51
H 5.16 1.61 0.92
H 5.89 2.51 2.23
H 3.69 3.43 1.32
H 5.88 5.53 0.89
H 4.22 5.74 1.45
H 5.40 4.93 2.49
H 4.08 2.99 -0.96
H 5.37 3.94 -1.02
C -1.77 9.75 -1.68
O -1.99 9.59 -3.07
C -3.34 9.30 -3.43
C -4.25 10.55 -3.51
C -4.67 11.09 -2.15
N -3.62 11.64 -4.27
H -2.41 9.10 -1.08
H -1.91 10.80 -1.40
H -0.72 9.50 -1.47
H -3.30 8.86 -4.43
H -3.77 8.54 -2.77
H -5.17 10.26 -4.04
H -3.87 11.64 -1.64
H -5.52 11.78 -2.25
H -4.99 10.28 -1.48
H -3.42 11.30 -5.22
H -2.68 11.78 -3.88
C 2.92 -16.84 -1.96
O 3.91 -15.82 -1.83
C 3.47 -14.52 -2.24
C 2.66 -13.76 -1.17
C 1.22 -14.25 -1.04
N 3.31 -13.82 0.14
H 2.27 -16.68 -2.82
H 2.33 -16.90 -1.04
H 3.43 -17.80 -2.08
H 4.39 -13.96 -2.44
H 2.93 -14.58 -3.20
H 2.61 -12.71 -1.49
H 1.14 -15.19 -0.49
H 0.62 -13.52 -0.48
H 0.75 -14.38 -2.02
H 4.24 -13.40 0.07
H 3.50 -14.80 0.34
*
```

## Properties
HOMO   -0.299 Eh
Molecular weight   1205.45 g/mol
F_max   0.2087 Eh/bohr
HOMO-LUMO gap   7.388 eV
Electronic energy   -202914.30042 eV
SMILES   [H]/N=C(\C)C[C@]1(P(C)O)[C@@](CCO)(CC(=O)F)[C@](Br)(CSCC)[C@@](C)(N=C=S)OS1(=O)=O.COC[C@@H](C)N.COC[C@@H](C)N.COC[C@@H](C)N.COC[C@@H](C)N.COC[C@@H](C)N.COC[C@@H](C)N.COC[C@@H](C)N

Here are the Mulliken charges for atoms 1 to 6, given in e: atom 1 (H): 0.070, atom 2 (N): -0.219, atom 3 (C): -0.207, atom 4 (C): -1.092, atom 5 (C): 0.261, atom 6 (C): 0.139